Entry 1:
Computed, not measured: 7 unconnected molecules or ions with the total composition C35H59BN11O4S2 at a distorted geometry, with ωB97M-V/def2-TZVPD.

Structure (ORCA input):
```
! wB97M-V def2-TZVPD RIJCOSX def2/J DEFGRID3
* xyz 1 1
C 6.01637 -0.47067 2.95219
C 4.80557 0.40086 2.55849
B 3.53740 -0.47761 2.22406
O 3.65884 -1.83850 2.02769
C 2.02765 0.03844 1.96615
C 1.96749 -0.08412 0.42614
C 0.79473 -0.35797 -0.27964
C 0.85916 -0.40191 -1.67334
C 2.10274 -0.17438 -2.26405
C 3.22065 0.06201 -1.47568
N 3.15722 0.10863 -0.13624
N 1.66959 1.45367 2.22187
C 2.20892 2.14728 3.43540
C 0.28734 1.39664 2.33294
N -0.46629 2.39105 1.96587
C 0.01665 3.66660 1.44905
C 0.13339 4.76653 2.52703
N 1.42238 5.45395 2.49371
O -1.83402 2.27303 2.03246
C -2.36167 1.28417 1.10349
C -3.21058 1.84553 -0.00197
C -2.40448 2.73658 -0.97825
C -4.45683 2.59597 0.47841
C -5.68954 1.74977 0.79807
C -6.10889 0.84050 -0.34567
C -5.58326 0.96639 2.11240
N -0.17740 0.18280 2.74237
C -1.21182 0.12713 3.77060
O -1.65575 -1.20094 3.90246
C -3.01759 -1.37219 3.77029
C -3.39633 -2.26458 2.64374
O -3.77309 -0.87178 4.52422
C 0.94974 -0.75240 2.74278
S 1.58471 -1.14628 4.47372
S 0.60068 -2.44004 2.14772
H 6.80877 0.15196 3.35327
H 6.37946 -1.05730 2.11888
H 5.72667 -1.13062 3.76885
H 4.64202 1.10254 3.37127
H 5.05789 0.94701 1.65219
H 3.83076 -2.29108 2.86166
H -0.14075 -0.51655 0.22479
H -0.01529 -0.60558 -2.27041
H 2.19341 -0.18601 -3.34039
H 4.18038 0.21051 -1.94669
H 2.78537 1.49057 4.07102
H 1.40771 2.56101 4.04332
H 2.83865 2.97752 3.13912
H -0.69229 4.00256 0.70770
H 0.97657 3.48705 0.97611
H -0.11151 4.34300 3.50098
H -0.64296 5.50030 2.32246
H 2.13565 4.92417 2.01484
H 1.73798 5.65635 3.43070
H -2.97572 0.62106 1.70999
H -1.58059 0.66756 0.66957
H -3.49984 0.98460 -0.59736
H -1.34045 2.55536 -0.82087
H -2.61498 2.40765 -1.98790
H -2.59753 3.79171 -0.82123
H -4.74578 3.26635 -0.32962
H -4.23387 3.24115 1.32819
H -6.50532 2.45806 0.95290
H -6.07981 1.34214 -1.30899
H -7.07422 0.37842 -0.16641
H -5.38964 0.02076 -0.42436
H -6.58850 0.72758 2.44648
H -5.13916 1.60089 2.87634
H -5.02871 0.04049 1.98453
H -0.84978 0.47229 4.73726
H -2.04770 0.76504 3.51347
H -3.01276 -3.26240 2.85372
H -4.47031 -2.30190 2.53937
H -2.91759 -1.94378 1.72061
H 1.38841 0.01739 5.10551
H -0.54719 -2.19446 1.50500
C 4.00805 -0.60744 -6.63717
C 2.69373 -0.40050 -6.04548
N 1.65872 -0.23782 -5.58494
H 4.47467 0.35322 -6.84455
H 4.63752 -1.17056 -5.95084
H 3.90885 -1.16414 -7.56648
C 3.34603 -3.48198 -0.80589
C 4.08238 -4.33720 -1.72301
N 4.68283 -4.99251 -2.44344
H 4.01530 -3.10042 -0.03721
H 2.91296 -2.64658 -1.35125
H 2.54391 -4.04375 -0.33522
C -3.50671 3.23072 -5.63838
C -4.01714 2.34743 -4.59984
N -4.41804 1.65102 -3.78547
H -4.24396 3.32937 -6.43224
H -3.30155 4.21327 -5.21846
H -2.58848 2.81956 -6.05267
C 7.72150 -4.58907 -3.84126
C 8.41243 -3.36234 -3.46969
N 8.93960 -2.39044 -3.17454
H 8.37785 -5.44485 -3.69622
H 6.83237 -4.70880 -3.22562
H 7.42421 -4.54226 -4.88691
C -4.74817 -2.32203 -2.80930
C -3.73723 -1.86481 -1.86976
N -2.94135 -1.50481 -1.13017
H -4.50734 -1.96270 -3.80759
H -4.78203 -3.40968 -2.81587
H -5.72124 -1.93275 -2.51590
C -1.94429 -4.05839 -0.77629
C -0.66721 -3.68067 -1.36535
N 0.33353 -3.38263 -1.83280
H -2.52159 -3.16274 -0.54690
H -2.50429 -4.67541 -1.47610
H -1.77700 -4.62487 0.13844
*
```

Properties
Kohn-Sham gap: 9.02 eV
HOMO energy: -11.5 eV
LUMO: -2.5 eV



Entry 2:
Computed, not measured: a molecular structure, C35H59CsI2N8O4PS2SeSi at a distorted geometry, with ωB97M-V/def2-TZVPD.

Structure (ORCA input):
```
! wB97M-V def2-TZVPD RIJCOSX def2/J DEFGRID3
* xyz -2 2
Cs 0.34241 0.58269 0.06113
C 0.52580 -1.18205 3.15252
N 1.78277 -0.46488 3.33018
C 1.81787 0.49571 4.40984
C 2.87018 -0.75542 2.49774
N 2.61297 -0.75433 1.18826
C 3.49860 -1.33557 0.28727
C 4.03609 -2.59700 0.57393
C 5.05649 -3.14534 -0.22390
C 5.59720 -2.30428 -1.21290
C 5.00709 -1.10779 -1.58247
C 3.82337 -0.64468 -0.91711
N 3.01375 0.30471 -1.49860
C 3.45619 1.22627 -2.31262
N 4.65961 1.90161 -2.14809
C 5.09989 2.22548 -0.80561
C 5.62670 2.03856 -3.27840
N 2.63847 1.63882 -3.29219
C 1.55815 0.74852 -3.72978
C 2.76634 2.90509 -3.99939
N 4.10738 -0.76662 3.09195
C 4.28714 -1.42695 4.41723
C 5.33319 -0.16704 2.49798
H 0.12222 -1.57957 4.11641
H 0.72615 -2.09539 2.54948
H -0.16554 -0.45207 2.72389
H 1.56041 0.03851 5.35952
H 0.98257 1.23188 4.27673
H 2.75265 0.98480 4.56785
H 3.63297 -3.17541 1.38422
H 5.57739 -4.05428 0.06463
H 6.46390 -2.57506 -1.77746
H 5.43976 -0.59805 -2.41384
H 4.23120 2.01798 -0.12969
H 5.49001 3.23077 -0.75262
H 5.92370 1.58750 -0.47451
H 5.18217 1.75607 -4.22585
H 6.57979 1.48465 -3.14502
H 5.97462 3.05870 -3.48453
H 1.53199 -0.13727 -3.08292
H 1.72574 0.53925 -4.77735
H 0.59166 1.27579 -3.59202
H 3.37097 3.55151 -3.40031
H 1.72035 3.32952 -4.02556
H 3.20991 2.75290 -4.97765
H 3.31010 -1.87184 4.70685
H 4.53468 -0.70146 5.21835
H 5.10283 -2.10631 4.38443
H 5.08286 0.31385 1.55476
H 6.00217 -0.97163 2.37948
H 5.67571 0.53038 3.27515
O -6.22570 -0.17603 -4.71673
C -6.35354 0.43045 -3.48366
C -5.14881 0.05137 -2.62398
C -4.91520 0.85306 -1.48431
C -3.71704 0.62891 -0.82994
N -2.80250 -0.28107 -1.14078
C -3.04616 -1.03352 -2.22104
C -4.18354 -0.89127 -3.02614
C -2.08902 -2.06492 -2.55878
C -2.52655 -3.30806 -3.10689
C -1.57059 -4.28661 -3.33628
C -1.91776 -5.74017 -3.68118
O -0.81555 -6.62187 -3.83844
C -0.21545 -3.97703 -3.19941
C 0.11701 -2.72916 -2.75514
N -0.76448 -1.78539 -2.42118
H -7.03721 -0.06144 -5.21195
H -7.27983 0.20052 -2.91900
H -6.37057 1.54516 -3.46071
H -5.58096 1.66750 -1.19334
H -3.51728 1.16586 0.10089
H -4.38148 -1.56644 -3.91594
H -3.54335 -3.58410 -3.23225
H -2.50245 -5.72502 -4.61438
H -2.50534 -6.19494 -2.85624
H -1.05468 -7.34784 -4.41929
H 0.46960 -4.77619 -3.44033
H 1.16045 -2.44012 -2.62300
C -0.03490 7.35556 3.16418
C -0.02618 5.82969 3.40119
O -0.49434 5.10574 2.17301
P -0.16984 3.51381 1.93167
S -0.93682 2.39713 3.35635
S 1.79788 3.28136 1.54447
O -0.97596 3.28486 0.57325
C -1.31982 4.42811 -0.32058
C -2.81248 4.58937 -0.23546
H -0.41969 7.57443 2.14511
H 0.94311 7.82823 3.23475
H -0.78282 7.87083 3.84702
H -0.64803 5.51478 4.23613
H 0.98276 5.41412 3.64377
H -0.99499 4.10341 -1.34692
H -0.79070 5.39110 -0.06838
H -3.33847 3.86051 -0.90659
H -3.18092 5.63285 -0.40852
H -3.12752 4.36770 0.83588
I -1.09533 3.24561 -4.00161
I 2.07028 7.22398 -4.73168
C -6.10171 -5.53790 4.25046
Si -5.30815 -4.02596 3.54273
C -6.74190 -2.89760 2.97009
C -4.13622 -3.12092 4.70563
Se -4.19358 -4.55220 1.67802
H -6.94986 -5.32490 4.87516
H -5.48603 -6.24735 4.83031
H -6.37627 -6.09903 3.32547
H -6.76111 -2.02615 3.56291
H -7.74166 -3.42676 2.96450
H -6.58814 -2.60450 1.92831
H -4.53992 -3.11993 5.68941
H -4.12686 -2.07728 4.28251
H -3.12637 -3.48553 4.72748
*
```

Properties
expectation value of S²: 0.7528
Kohn-Sham gap (spin up / spin down): 3.88 / 1.52 eV
HOMO energy (spin up / spin down): -1.1 / -1.1 eV
ΔE to the lowest compared entry with this formula, charge and spin: 326.4 kJ/mol
LUMO (spin up / spin down): 2.7 / 0.4 eV



Entry 3:
Computed, not measured: a molecular structure, C35H59F3N2O31S8Si at a distorted geometry, with ωB97M-V/def2-TZVPD.

Structure (ORCA input):
```
! wB97M-V def2-TZVPD RIJCOSX def2/J DEFGRID3
* xyz 0 1
C 1.40923 -0.72671 5.65176
C -0.00159 0.08780 5.43704
O -1.12149 -0.67165 6.01555
C -1.82533 -1.46312 4.95199
C -2.90153 -0.43446 4.26847
Si -3.69964 -1.06484 2.62471
C -2.44213 -1.21078 1.14548
C -1.15812 -2.18258 1.45132
C 0.17063 -1.24692 1.67812
C 1.40865 -1.55051 0.63146
C 1.92404 -0.27547 -0.28679
C 3.19041 -0.39812 -1.35723
C 3.99266 -1.85352 -1.51662
C 3.44855 -3.14320 -0.61181
C 2.18353 -2.98698 0.45171
C -4.79918 -2.64374 2.86672
C -3.95670 -4.03457 3.07290
O -4.05675 -4.82392 1.82956
C -5.39041 -5.42224 1.65895
C -6.15173 -4.92754 0.25427
F -7.36504 -4.10388 0.61626
F -6.70725 -6.10977 -0.49758
F -5.25017 -4.11408 -0.59848
C -4.94961 0.34992 2.07881
C -4.01479 1.73045 2.01611
S -4.38812 2.50794 0.32498
C -6.13206 3.23485 0.57343
N -6.44221 4.63852 1.05949
N -7.84117 4.62540 1.08884
C -8.40302 3.28120 0.65350
O -7.27917 2.35381 0.30124
H 1.53865 -0.93450 6.80225
H 1.43652 -1.75252 5.06507
H 2.37085 -0.12290 5.30789
H 0.15258 1.15510 5.94764
H -0.19469 0.32792 4.28927
H -2.29724 -2.38379 5.50403
H -0.97948 -1.84996 4.24239
H -2.46654 0.66704 4.15065
H -3.80084 -0.32746 5.04492
H -2.12186 -0.09972 0.85096
H -3.05414 -1.60655 0.21002
H -1.00551 -2.86425 0.48596
H -1.29459 -2.90542 2.36171
H 0.59458 -1.50662 2.76273
H -0.10526 -0.09204 1.67839
H 1.42041 0.80637 -0.23717
H 3.57980 0.49997 -1.99986
H 4.91181 -1.97888 -2.23807
H 3.96156 -4.19301 -0.67092
H 1.81620 -3.90060 1.10074
H -5.45860 -2.50237 3.85056
H -5.56415 -2.65530 1.97401
H -4.54825 -4.65958 3.90028
H -2.87070 -3.90519 3.48794
H -6.15338 -5.17925 2.52145
H -5.28803 -6.59154 1.59868
H -5.33811 0.03814 1.00351
H -5.79887 0.41374 2.88636
H -4.43892 2.47519 2.84074
H -2.87478 1.49325 2.16017
H -9.50940 2.90167 0.57144
C 5.85526 -2.54211 -6.00391
C 6.23551 -3.97248 -6.37698
O 6.54462 -4.61108 -5.14028
S 5.61667 -3.96579 -3.96430
O 4.47485 -4.83046 -3.76500
O 6.47745 -3.53761 -2.88628
O 5.11962 -2.64851 -4.78624
H 6.74574 -1.93488 -5.81192
H 5.24780 -2.06180 -6.77565
H 7.09058 -4.01254 -7.05596
H 5.38846 -4.50071 -6.82732
C 4.35980 2.17088 -7.16032
C 3.56761 2.43664 -8.43763
O 3.97428 1.41738 -9.34786
S 4.32810 0.06578 -8.50619
O 3.17216 -0.80243 -8.54008
O 5.65265 -0.37209 -8.88068
O 4.40615 0.75109 -7.02898
H 5.38715 2.53835 -7.25005
H 3.88907 2.61992 -6.28165
H 3.76762 3.42708 -8.85333
H 2.49198 2.32530 -8.26460
C 2.52811 4.93487 6.02197
C 1.42772 5.54036 6.88930
O 0.23902 5.43914 6.10857
S 0.32836 4.10235 5.17828
O -0.39324 3.04047 5.84375
O 0.08133 4.48270 3.80689
O 1.92442 3.82438 5.36050
H 2.86379 5.64448 5.25887
H 3.38619 4.60557 6.61403
H 1.62948 6.58171 7.15131
H 1.28136 4.95689 7.80443
C 9.99084 -1.17386 -2.12577
C 8.51390 -0.87324 -1.88493
O 8.18314 0.14813 -2.82311
S 9.08315 -0.05614 -4.16799
O 8.28606 -0.77084 -5.14009
O 9.75392 1.18878 -4.46235
O 10.17028 -1.09550 -3.53887
H 10.62849 -0.41623 -1.65893
H 10.27567 -2.16383 -1.75956
H 8.31838 -0.53698 -0.86391
H 7.89272 -1.74790 -2.10499
C 4.67596 2.14714 -14.41514
C 5.31678 3.45109 -13.94738
O 5.02701 3.53036 -12.55363
S 4.97223 2.02124 -11.93719
O 6.25473 1.73324 -11.33440
O 3.71922 1.85881 -11.23720
O 4.88392 1.21774 -13.35299
H 3.59698 2.26681 -14.55664
H 5.12441 1.77542 -15.34034
H 4.92014 4.32244 -14.47387
H 6.40516 3.41960 -14.06474
C -8.96816 0.46318 2.81050
C -10.31023 0.85114 3.42536
O -10.46497 -0.00550 4.55453
S -8.99373 -0.32780 5.18064
O -8.76809 0.57267 6.28941
O -8.84670 -1.76072 5.28786
O -8.10704 0.19181 3.91506
H -9.05700 -0.45130 2.21520
H -8.55225 1.26138 2.18989
H -11.14087 0.72280 2.72727
H -10.29442 1.88520 3.78565
C -2.97166 2.39559 9.25182
C -3.76385 2.66136 7.97450
O -3.35718 1.64210 7.06428
S -3.00337 0.29049 7.90595
O -4.15931 -0.57772 7.87206
O -1.67882 -0.14738 7.53146
O -2.92532 0.97581 9.38316
H -1.94431 2.76306 9.16208
H -3.44239 2.84464 10.13049
H -3.56384 3.65179 7.55881
H -4.83949 2.55001 8.14754
*
```

Properties
Kohn-Sham gap: 7.31 eV
HOMO energy: -7.8 eV
LUMO: -0.5 eV



Entry 4:
Computed, not measured: a molecular structure, C35H61FeIN4O2PSi3 at a distorted geometry, with ωB97M-V/def2-TZVPD.

Structure (ORCA input):
```
! wB97M-V def2-TZVPD RIJCOSX def2/J DEFGRID3
* xyz 2 6
Fe -0.43466 0.28633 -0.49716
C 5.38784 -0.59707 0.43234
Si 3.51204 -0.88767 0.25094
C 3.16054 -2.57027 -0.57416
C 2.74624 -0.88427 2.00334
C 2.82544 0.55993 -0.77096
Si 2.61524 0.46803 -2.66066
C 2.12524 2.09293 -3.54456
C 1.14144 -0.64697 -3.15106
C 4.23684 -0.22287 -3.38246
Si 3.23084 2.28163 -0.12016
C 4.68814 3.01243 -1.11486
C 3.64704 2.68633 1.70224
C 1.58964 3.21403 -0.52786
C 1.65244 4.60313 -0.57216
C 0.55404 5.34273 -0.97036
C -0.58926 4.65753 -1.35436
C -0.58356 3.27593 -1.26936
N 0.46304 2.56963 -0.84076
H 5.84304 -1.39067 1.01924
H 5.59114 0.34283 0.93344
H 5.88384 -0.57537 -0.53216
H 3.01784 -3.35667 0.16124
H 3.99344 -2.86977 -1.20176
H 2.27614 -2.54357 -1.20066
H 3.14614 -1.69827 2.59944
H 1.66544 -0.97567 1.98284
H 2.97534 0.02653 2.54314
H 1.05114 2.25453 -3.51366
H 2.41144 2.04053 -4.59056
H 2.59544 2.97123 -3.12436
H 0.24774 -0.39077 -2.55946
H 1.36034 -1.69857 -3.02266
H 0.89574 -0.48977 -4.19606
H 5.07544 0.41483 -3.12766
H 4.18054 -0.28067 -4.46446
H 4.44934 -1.21617 -3.00606
H 5.60544 2.50583 -0.82846
H 4.82534 4.06993 -0.90436
H 4.57164 2.89543 -2.18576
H 3.91414 1.80013 2.26584
H 2.84744 3.18763 2.23754
H 4.51314 3.34413 1.73684
H 2.57294 5.09053 -0.29776
H 0.59214 6.42173 -0.99076
H -1.46466 5.18433 -1.69736
H -1.45156 2.70143 -1.56796
C -5.55236 -1.07037 0.50944
C -4.05316 -1.17807 0.22844
C -3.81046 -2.43437 -0.60586
P -3.17506 0.33483 -0.50626
C -3.82916 0.39213 -2.27856
C -2.82736 1.06713 -3.21906
C -5.21536 0.99953 -2.47456
C -4.06426 1.71343 0.41544
C -3.67056 3.11173 -0.04876
C -3.78566 1.60743 1.91284
H -5.86726 -1.99017 1.00114
H -6.12716 -0.98647 -0.40836
H -5.81336 -0.24887 1.16834
H -3.54636 -1.31567 1.19154
H -4.46366 -2.45597 -1.47446
H -4.04346 -3.31467 -0.01006
H -2.78006 -2.51267 -0.94046
H -3.87326 -0.66727 -2.55516
H -2.89606 2.15133 -3.15606
H -3.05406 0.79363 -4.24746
H -1.79836 0.75833 -3.00056
H -5.22276 2.06793 -2.27246
H -5.96686 0.52563 -1.85136
H -5.51226 0.86103 -3.51356
H -5.13206 1.57423 0.22214
H -2.65066 3.33533 0.25624
H -4.32666 3.84653 0.41504
H -3.75766 3.23143 -1.12556
H -2.72986 1.79353 2.10294
H -4.04706 0.63473 2.32104
H -4.35976 2.36223 2.44644
I -1.84256 -1.84907 5.15474
C -0.89176 -0.32217 4.05294
C -0.13076 0.67193 4.65454
C 0.47784 1.60993 3.83354
C 0.32644 1.50803 2.45814
N -0.41146 0.55933 1.87984
C -1.01926 -0.32117 2.67034
H -0.02106 0.72323 5.72674
H 1.06324 2.41253 4.25714
H 0.80914 2.20253 1.78524
H -1.63876 -1.06207 2.18374
O 1.88524 -3.59557 4.79244
C 1.24774 -4.66817 4.15804
N 1.04974 -4.25257 2.78874
C 0.11724 -4.81587 1.99704
O -0.60616 -5.71857 2.34504
C -0.01746 -4.19847 0.63264
C -0.26486 -4.99037 -0.48356
C -0.54136 -4.35927 -1.68346
C -0.59666 -2.97427 -1.71866
N -0.35066 -2.20107 -0.65456
C -0.06196 -2.81887 0.48894
H 2.12934 -3.85997 5.68474
H 0.26074 -4.88867 4.59204
H 1.85874 -5.58507 4.19944
H 1.69004 -3.54657 2.46274
H -0.25306 -6.06627 -0.39706
H -0.72436 -4.93537 -2.57576
H -0.86296 -2.47027 -2.63446
H 0.11724 -2.18217 1.34114
*
```

Properties
expectation value of S²: 8.7608
Kohn-Sham gap (spin up / spin down): 8.72 / 7.21 eV
HOMO energy (spin up / spin down): -13.6 / -14.0 eV
LUMO (spin up / spin down): -4.9 / -6.8 eV



| no. | total energy (eV) |
| --- | --- |
| 1 | -84171.064 |
| 2 | -178300.037 |
| 3 | -206385.821 |
| 4 | -122739.341 |